C8H7BrClN3 as an isolated structure in a non-equilibrium geometry. Source: the OMol25 dataset; level of theory: ωB97M-V with the def2-TZVPD basis set.

The total energy comes out at -95441.781 eV. The value obtained for the frontier orbital gap is 8.66 eV. Its lowest unoccupied orbital energy is -0.4 eV. As for the energy above the lowest of the compared OMol25 structures with the same formula, charge and spin: 0.000 eV.

Atoms and positions in Å:
1 C -1.90 -2.70 -0.10
2 C -2.18 -1.92 0.99
3 C -0.94 -2.00 -0.85
4 C 1.23 2.78 0.13
5 C 2.00 1.66 0.21
6 C -0.09 2.50 -0.36
7 C 0.17 0.16 -0.56
8 C 1.47 0.26 0.18
9 N -1.42 -0.85 0.91
10 N -0.62 1.37 -0.67
11 N -0.71 -0.89 -0.17
12 Cl 1.36 -0.15 1.89
13 Br 2.83 -0.85 -0.60
14 H -2.43 -3.64 -0.22
15 H -2.89 -2.13 1.94
16 H -0.21 -2.25 -1.61
17 H 1.58 3.73 0.20
18 H 2.99 1.70 0.49
19 H -0.79 3.28 -0.18
20 H 0.55 -0.07 -1.62